37
Properties=species:S:1:pos:R:3 method="wB97M-V/def2-TZVPD" orbital_gap_ev=10.35 homo_ev=-10.04 lumo_energy_ev=0.315 fmax_ev_per_a=2.81 relative_energy_kcal_mol=42.93 total_charge=0
C 0.583 0.764 -0.910
N -0.432 1.775 -0.637
C -1.779 1.330 -1.194
N -2.765 2.349 -0.981
C 0.957 -0.258 0.162
C -0.051 -1.414 0.487
C 0.688 -2.463 1.272
O -0.609 -1.918 -0.753
H 0.339 0.169 -1.819
H 1.414 1.307 -1.372
H -0.314 2.584 -1.238
H -1.597 1.238 -2.286
H -2.134 0.370 -0.817
H -3.152 2.388 -0.050
H -2.451 3.272 -1.254
H 0.877 0.307 1.098
H 1.966 -0.633 0.079
H -0.909 -1.029 1.054
H 1.392 -1.879 1.864
H 0.121 -3.073 1.982
H 1.196 -3.156 0.624
H -1.125 -2.694 -0.555
H -0.875 1.714 1.020
H -1.420 2.590 2.152
O -1.068 1.697 2.023
H 1.198 2.988 0.637
H 1.781 2.558 1.991
O 2.013 2.947 1.145
H 2.206 -2.359 -2.136
H 2.111 -3.205 -0.766
O 2.672 -2.864 -1.458
H -0.131 0.303 2.920
H 1.103 0.268 3.711
O 0.558 -0.334 3.188
H -0.663 -1.233 -2.638
H -0.857 -2.651 -3.107
O -0.842 -1.754 -3.439

***

37
Properties=species:S:1:pos:R:3 method="wB97M-V/def2-TZVPD" orbital_gap_ev="9.82 / 4.62" homo_ev="-12.77 / -12.76" lumo_energy_ev="-2.944 / -8.146" fmax_ev_per_a=7.94 multiplicity=2 s_squared=0.754 relative_energy_kcal_mol=78.21 total_charge=+1
N 0.223 0.224 -1.519
C -0.298 -0.396 -0.336
C -1.791 -0.328 -0.245
C -2.214 0.687 0.838
O -2.546 0.132 -1.363
C 0.054 -2.026 -0.345
N 0.309 -2.505 1.076
C 0.721 -3.803 1.079
H -0.305 1.098 -1.657
H 0.128 -0.399 -2.348
H 0.083 0.056 0.614
H -2.170 -1.349 0.041
H -3.275 0.395 1.351
H -1.509 0.838 1.736
H -2.394 1.708 0.470
H -2.525 1.103 -1.377
H -0.880 -2.559 -0.701
H 0.980 -2.089 -0.833
H 0.944 -1.786 1.462
H 1.360 -4.117 1.833
H -0.074 -4.490 1.036
H 1.248 -4.070 0.195
H 3.900 1.479 1.565
H 3.803 1.116 -0.002
O 4.321 1.132 0.705
H 0.202 -0.354 4.582
H -0.242 0.579 3.390
O 0.550 0.141 3.773
H -1.105 2.863 -2.440
H -0.530 4.092 -1.589
O -0.366 3.104 -1.739
H 2.894 2.994 1.493
H 2.111 2.216 2.351
O 2.022 2.773 1.603
H -1.503 0.289 -3.947
H -2.124 -0.785 -2.980
O -1.677 -0.739 -3.865

***

40
Properties=species:S:1:pos:R:3 method="wB97M-V/def2-TZVPD" orbital_gap_ev=8.21 homo_ev=-5.24 lumo_energy_ev=2.973 fmax_ev_per_a=8.84 relative_energy_kcal_mol=90.24 total_charge=-1
O -1.465 0.726 0.002
C -0.478 1.254 0.564
O 0.551 1.396 -0.063
C -0.455 1.768 2.031
C 0.591 1.010 2.775
C 0.801 -0.464 2.486
C 1.867 -0.646 1.683
N 2.581 -1.758 1.281
H -0.257 2.979 2.089
H -1.361 1.615 2.542
H 1.604 1.497 2.464
H 0.403 1.285 3.819
H 0.158 -1.282 2.514
H 2.270 0.341 1.346
H 3.286 -1.457 0.728
H 1.976 -2.545 0.998
H 2.097 1.970 -0.158
H 2.687 2.483 0.906
O 3.107 2.193 -0.005
H 4.016 0.757 -0.779
H 2.898 0.486 -1.617
O 3.868 0.227 -1.436
H -2.663 0.208 1.751
H -2.567 -1.329 1.590
O -2.573 -0.570 2.315
H -1.065 -1.399 -2.202
H 0.292 -1.616 -2.336
O -0.441 -2.204 -2.309
H -0.324 0.047 -2.571
H 0.900 0.872 -1.948
O 0.641 0.225 -2.618
H -1.439 -3.332 -0.287
H -1.456 -1.769 -0.166
O -2.076 -2.575 0.140
H -3.288 -0.531 -1.788
H -3.323 -1.746 -1.033
O -3.144 -1.451 -1.951
H -1.683 1.348 -1.925
H -2.662 0.627 -2.910
O -2.533 1.441 -2.477

***

38
Properties=species:S:1:pos:R:3 method="wB97M-V/def2-TZVPD" orbital_gap_ev=8.26 homo_ev=-5.19 lumo_energy_ev=3.072 fmax_ev_per_a=3.20 relative_energy_kcal_mol=29.99 total_charge=-1
C 0.630 3.140 -0.880
C 0.292 2.195 0.312
C -1.001 1.375 0.162
C -2.217 2.215 -0.302
O -0.876 0.474 -0.985
N 1.539 1.374 0.474
C 1.485 0.666 1.822
O 0.918 -0.555 1.672
H 0.204 4.138 -0.595
H 1.666 3.391 -1.093
H 0.016 2.917 -1.755
H 0.216 2.729 1.267
H -1.215 0.677 1.000
H -2.878 2.557 0.515
H -1.837 3.067 -0.838
H -2.849 1.627 -0.969
H -0.046 -0.005 -1.096
H 1.523 0.636 -0.240
H 1.033 1.204 2.679
H 2.590 0.641 2.082
H 0.037 -0.483 3.002
H -1.368 0.298 3.263
O -0.685 -0.228 3.676
H 1.208 0.736 -3.513
H 0.695 -0.686 -3.668
O 0.523 0.224 -3.954
H 2.513 -1.402 -1.546
H 2.028 -2.695 -2.046
O 2.431 -1.883 -2.379
H -1.091 -2.513 1.510
H -0.226 -3.643 0.799
O -1.060 -3.431 1.222
H 0.743 -1.339 0.557
H 0.041 -2.450 -0.504
O 0.884 -2.097 -0.193
H -2.066 -2.291 -0.285
H -2.316 -0.935 -0.679
O -2.696 -1.599 -0.040